The following is a quantum chemistry calculation of a structure of composition C30H41BN6PtSiTe, from the OMol25 dataset.

Computed properties:
Frontier orbital gap (spin up / spin down) (eV): 7.090 / 7.808
Multiplicity: 3
Calculated total energy (eV): -59811.277
Highest occupied orbital energy (spin up / spin down) (eV): -6.560 / -8.155

The geometry in XYZ format:
```
81
Properties=species:S:1:pos:R:3:forces:R:3
Pt -0.78093 0.35460 0.33762 -0.143 0.139 -0.136
C -1.57405 3.04559 -3.32841 -0.014 -0.039 -0.072
C -1.43456 1.75926 -2.79631 -0.105 -0.068 0.022
N -1.51332 1.78624 -1.47109 0.343 0.075 0.178
N -1.68906 3.07852 -1.12427 -0.087 0.049 0.008
C -1.73477 3.85302 -2.22291 -0.005 -0.033 0.054
B -1.79842 3.49586 0.35718 0.089 -0.045 0.005
N -0.40872 3.34045 1.03469 -0.177 -0.079 0.019
C 0.43344 4.30304 1.43850 -0.136 -0.006 -0.021
C 1.58191 3.70872 1.91643 0.166 -0.027 0.074
C 1.35588 2.34075 1.76566 -0.177 -0.069 -0.028
N 0.14984 2.13129 1.24034 0.248 0.149 -0.169
N -2.83363 2.59453 1.05640 -0.027 0.056 0.081
C -4.03314 2.96381 1.54145 0.040 -0.081 -0.034
C -4.70856 1.83149 1.94347 -0.007 -0.036 -0.014
C -3.82657 0.78271 1.65751 -0.059 0.030 0.001
N -2.70434 1.25369 1.13296 -0.012 0.055 0.017
H -1.55392 3.33714 -4.36427 -0.012 -0.002 0.023
H -1.29734 0.82093 -3.30951 0.041 0.011 0.014
H -1.88649 4.91679 -2.13778 0.008 -0.023 0.008
H -2.14086 4.64426 0.44461 0.024 -0.027 -0.055
H 0.15084 5.34007 1.36658 -0.010 -0.016 -0.005
H 2.45238 4.19188 2.32448 -0.013 -0.010 -0.005
H 1.98630 1.50359 2.01438 0.017 0.013 -0.015
H -4.32100 4.00174 1.55480 0.023 -0.011 0.001
H -5.69235 1.76966 2.37521 0.025 -0.004 -0.009
H -3.95570 -0.27772 1.79623 0.017 0.009 0.010
Te 1.94501 0.50654 -1.28052 -0.010 -0.146 -0.033
C 2.80734 -1.28421 -1.99482 -0.001 0.034 0.038
C 4.17402 -1.49138 -1.82664 -0.022 -0.047 -0.046
C 4.75505 -2.67802 -2.25547 -0.048 0.013 0.000
C 3.97449 -3.65832 -2.85401 -0.014 0.048 0.016
C 2.61163 -3.45273 -3.02185 0.036 -0.024 -0.015
C 2.02644 -2.27078 -2.58847 0.018 -0.005 0.009
C 1.85348 1.47943 -3.15545 0.012 0.085 0.103
C 2.08614 2.85013 -3.17614 -0.043 0.011 -0.036
C 1.96203 3.55941 -4.36441 -0.009 -0.055 0.006
C 1.62176 2.89853 -5.53586 0.002 -0.032 0.040
C 1.40283 1.52562 -5.51519 0.006 0.079 -0.028
C 1.50898 0.81779 -4.32761 0.019 -0.051 0.003
H 4.78372 -0.72707 -1.36197 -0.004 -0.006 0.002
H 5.81764 -2.83518 -2.11938 -0.013 -0.002 -0.006
H 4.42798 -4.58347 -3.18588 -0.007 0.004 0.001
H 1.99881 -4.21788 -3.48206 0.006 0.009 0.009
H 0.95908 -2.12715 -2.69853 0.014 0.006 0.006
H 2.36413 3.36908 -2.26596 -0.003 0.003 -0.005
H 2.13939 4.62750 -4.37232 -0.002 -0.006 -0.003
H 1.53183 3.44904 -6.46349 0.000 -0.007 0.000
H 1.14281 1.00482 -6.42839 0.000 -0.001 0.007
H 1.32879 -0.25095 -4.32264 0.007 0.030 0.006
C 1.66720 -1.86111 1.54244 0.037 0.015 -0.058
Si -0.18505 -1.48325 1.71428 0.053 0.040 -0.063
C -0.45752 -1.26699 3.61212 -0.052 0.047 -0.039
C 0.30299 -2.32337 4.42448 0.005 0.017 0.001
C -1.93604 -1.32350 4.00241 0.030 -0.059 0.041
C 0.08627 0.10795 4.01519 0.025 -0.012 0.046
C -1.12901 -3.00931 0.99320 -0.041 0.046 0.044
C -0.54727 -3.29972 -0.39484 -0.003 -0.020 0.042
C -0.97871 -4.26523 1.85800 -0.030 0.035 -0.020
C -2.62011 -2.69284 0.81849 0.029 -0.065 -0.006
H 1.96961 -2.75091 2.10155 -0.011 0.007 -0.016
H 2.26909 -1.02224 1.90936 -0.011 -0.045 0.013
H 1.94084 -2.02488 0.49693 -0.005 0.010 0.043
H -0.03714 -3.33788 4.21491 0.023 0.011 0.013
H 0.14865 -2.13679 5.49426 -0.001 -0.015 -0.014
H 1.37782 -2.28166 4.23910 -0.007 -0.002 0.014
H -2.37214 -2.30473 3.80036 -0.013 0.040 0.026
H -2.51636 -0.56817 3.47326 -0.018 0.011 0.001
H -2.04698 -1.13203 5.07709 0.006 0.002 -0.022
H 1.14739 0.20398 3.76719 -0.023 0.028 0.017
H -0.00514 0.24319 5.10039 -0.012 -0.005 -0.028
H -0.45388 0.91843 3.52364 0.004 -0.004 0.006
H 0.50470 -3.58844 -0.33969 -0.013 -0.001 -0.042
H -0.62654 -2.42019 -1.04240 0.012 -0.024 0.008
H -1.09574 -4.12300 -0.87005 0.004 0.027 0.009
H 0.06984 -4.49395 2.06726 -0.023 -0.015 -0.010
H -1.41115 -5.13130 1.34168 0.008 0.011 0.008
H -1.50049 -4.16055 2.81170 0.028 -0.028 -0.020
H -2.76400 -1.82210 0.17046 -0.010 -0.018 0.002
H -3.10910 -2.48884 1.77304 -0.011 0.000 -0.028
H -3.13827 -3.54320 0.35730 0.017 0.016 0.008
```
Forces are in eV/Å.

natural (NBO) population analysis, charges in e, atoms 1 to 6: 0.718 -0.348 -0.029 -0.366 -0.328 -0.015

The following is a quantum chemistry calculation of a structure of composition C20H20N7O2SeZn at a distorted geometry, from the OMol25 dataset.

Computed properties:
Frontier orbital gap (eV): 7.617
Multiplicity: 1
Total charge: +1
Calculated total energy (eV): -149352.219
Highest occupied orbital energy (eV): -11.417

The geometry in XYZ format:
```
51
Properties=species:S:1:pos:R:3:forces:R:3
Zn -0.03597 -0.46141 -0.52242 0.000 -0.875 -0.010
O -0.78237 3.28769 -1.18812 -0.216 0.373 0.112
C -0.90697 2.07899 -1.06162 0.178 -0.094 -0.378
N -0.08747 1.13199 -1.52622 0.157 0.585 -0.466
C 1.13293 1.57809 -2.14482 -0.309 0.390 -0.097
C 2.30503 0.78059 -1.65522 0.308 0.173 -0.156
C 3.60673 1.22319 -1.88072 -0.045 -0.080 0.086
C 4.66303 0.50909 -1.35402 -0.182 -0.019 -0.099
C 4.39103 -0.66361 -0.66142 -0.068 -0.041 0.090
C 3.07453 -1.05331 -0.51512 0.348 -0.192 0.040
N 2.05033 -0.34231 -0.98672 0.273 0.083 -0.202
C -2.08187 1.49609 -0.32032 -0.467 0.361 0.288
C -3.16327 2.30199 0.01088 0.107 -0.042 -0.100
C -4.23747 1.74129 0.67688 0.178 -0.158 0.017
C -4.18537 0.39189 0.99838 0.032 0.027 -0.053
C -3.06257 -0.33401 0.64178 -0.187 -0.141 0.112
N -2.02747 0.20269 0.00488 -0.398 0.267 -0.124
H 1.06153 1.47989 -3.23572 0.121 0.085 0.018
H 1.28313 2.64169 -1.91902 0.108 -0.116 -0.164
H 3.76993 2.12989 -2.44242 -0.010 0.114 -0.017
H 5.67883 0.85429 -1.48052 0.052 -0.003 -0.017
H 5.19153 -1.24701 -0.23582 0.003 -0.133 0.036
H 2.81943 -1.97511 -0.00852 0.001 -0.020 0.106
H -3.13357 3.34129 -0.27382 0.029 0.098 -0.020
H -5.09667 2.33659 0.94488 -0.070 0.059 0.009
H -5.00227 -0.08711 1.51208 -0.069 -0.100 0.058
H -2.98857 -1.39241 0.85528 0.001 -0.075 0.116
C -1.98037 -1.53341 -3.05352 0.144 0.338 0.024
N -1.63197 -2.88501 -2.67222 -0.169 -0.231 -0.216
C -0.93367 -3.22911 -1.58372 -0.114 -0.343 -0.172
N -0.80977 -4.55181 -1.33572 0.149 -0.159 0.166
O -0.41867 -2.41281 -0.79072 -0.019 -0.166 0.016
H -2.98047 -1.53231 -3.47942 -0.026 0.019 0.018
H -1.28267 -1.12271 -3.78482 0.001 -0.030 0.019
H -1.97267 -0.89431 -2.17502 -0.096 0.022 -0.074
H -1.98467 -3.61671 -3.27142 0.143 0.007 0.192
H -1.17417 -5.26111 -1.94792 0.012 0.085 0.027
H -0.21947 -4.84221 -0.57262 -0.086 0.085 -0.145
Se 0.22733 -2.30301 2.22028 -0.081 -0.319 0.093
N 0.34523 -0.74541 1.41958 0.235 0.721 0.202
C 0.62093 0.20169 2.31598 -0.103 -1.033 -0.018
C 0.82313 1.56279 2.03458 0.119 0.736 0.038
C 1.12043 2.39349 3.07438 -0.140 -0.144 -0.796
C 1.20823 1.91479 4.40378 -0.053 -0.587 0.625
C 1.00313 0.60129 4.71728 0.188 0.647 0.304
C 0.72713 -0.29861 3.66468 -0.182 -0.619 -0.673
N 0.55383 -1.61041 3.77628 0.113 0.197 1.031
H 0.74963 1.91829 1.01768 0.006 0.124 -0.066
H 1.28493 3.44259 2.87698 0.020 0.064 0.024
H 1.44463 2.62219 5.18248 -0.014 0.035 0.144
H 1.04373 0.23109 5.73048 0.076 0.023 0.053
```
Forces are in eV/Å.

natural (NBO) population analysis, charges in e, atoms 1 to 6: 1.698 -0.642 0.604 -0.885 -0.287 0.246

The following is a quantum chemistry calculation of an isolated molecule of C18H20N6O2 at a distorted geometry, from the OMol25 dataset.

Computed properties:
Frontier orbital gap (eV): 7.793
Multiplicity: 1
ΔE to the lowest compared entry with this formula, charge and spin (kJ/mol): 195.0
SMILES: Cc1cc(C)n2nc(C(=O)Nc3ccc(N4CCOCC4)cc3)nc2n1
Calculated total energy (eV): -32026.364
Highest occupied orbital energy (eV): -7.520

The geometry in XYZ format:
```
46
Properties=species:S:1:pos:R:3:forces:R:3
C -1.42728 -3.66586 -1.10870 -0.040 -0.029 -0.030
C -0.21541 -2.90910 -0.68022 0.059 0.205 -0.048
C 0.71061 -3.49699 0.21296 0.320 0.180 0.115
C 1.81264 -2.79484 0.62779 -0.165 -0.561 0.186
C 2.86258 -3.27412 1.56310 0.026 0.065 -0.010
N 1.93340 -1.54792 0.13297 -0.957 0.525 -0.901
N 2.86121 -0.63102 0.39730 1.141 0.407 0.643
C 2.48612 0.40717 -0.33184 -0.290 -1.116 -0.201
C 3.19850 1.71938 -0.32991 0.343 0.234 0.041
O 4.37878 1.84711 -0.56757 0.100 -0.182 -0.015
N 2.37856 2.76434 -0.05551 -0.021 0.487 -0.031
C 1.00083 2.61366 0.20709 -0.513 0.094 0.389
C 0.58384 1.79519 1.24852 0.101 0.424 -0.087
C -0.74271 1.43938 1.37890 -0.182 -0.107 -0.009
C -1.70294 1.90352 0.47398 0.306 0.139 0.067
N -3.03660 1.50902 0.50967 -0.352 0.139 0.148
C -3.47817 0.54835 1.50307 0.106 -0.348 0.004
C -3.16584 -0.88675 1.05546 0.029 0.170 0.321
O -3.77905 -1.16475 -0.18361 -0.150 -0.101 -0.014
C -3.36253 -0.24099 -1.17136 -0.014 0.380 -0.196
C -3.68797 1.20029 -0.75456 -0.004 -0.387 -0.270
C -1.28672 2.85445 -0.46743 -0.035 -0.022 -0.027
C 0.03986 3.19471 -0.60978 0.155 -0.146 0.149
N 1.37730 0.21232 -1.06887 -0.173 0.129 -0.480
C 1.00678 -1.01632 -0.77394 0.872 0.092 0.563
N -0.05708 -1.69854 -1.16350 -0.675 -0.272 -0.384
H -1.92288 -4.10982 -0.24810 -0.078 -0.070 0.034
H -2.11592 -3.00080 -1.61959 -0.044 0.010 0.001
H -1.13929 -4.46880 -1.78625 -0.010 -0.100 -0.041
H 0.54535 -4.49970 0.57196 0.041 -0.081 0.074
H 2.93511 -2.59474 2.41136 0.037 0.006 0.051
H 2.64465 -4.27910 1.91131 -0.037 -0.025 -0.014
H 3.82968 -3.25885 1.06183 0.064 -0.004 0.018
H 2.75397 3.68914 -0.22086 0.082 -0.187 0.030
H 1.31775 1.39266 1.93235 0.055 -0.024 0.053
H -1.00864 0.76581 2.17827 -0.053 -0.070 0.022
H -3.03342 0.76782 2.47253 -0.043 -0.002 0.018
H -4.56447 0.65634 1.59398 0.084 -0.036 0.066
H -3.56544 -1.61499 1.76406 0.078 0.047 0.029
H -2.07673 -1.02007 0.96525 -0.068 -0.015 0.042
H -3.90027 -0.51283 -2.08123 0.077 0.049 -0.023
H -2.27822 -0.33451 -1.33981 -0.118 -0.009 -0.031
H -3.36746 1.88260 -1.53719 -0.072 0.016 0.009
H -4.76808 1.30623 -0.61055 0.055 0.025 -0.090
H -2.01094 3.31947 -1.11742 -0.075 0.033 -0.044
H 0.33983 3.88604 -1.38282 0.037 0.038 -0.130
```
Forces are in eV/Å.

natural (NBO) population analysis, charges in e, atoms 1 to 6: -0.651 0.283 -0.329 0.293 -0.655 -0.185

The following is a quantum chemistry calculation of an isolated molecule of C4H5FN2 at a distorted geometry, from the OMol25 dataset.

Computed properties:
Frontier orbital gap (eV): 9.849
Multiplicity: 1
ΔE to the lowest compared entry with this formula, charge and spin (kJ/mol): 394.2
SMILES: F[C@@H]1C=NN=CC1
Calculated total energy (eV): -9922.719
Highest occupied orbital energy (eV): -9.776

The geometry in XYZ format:
```
12
Properties=species:S:1:pos:R:3:forces:R:3
F 0.43864 -0.27475 -2.16321 -0.616 -0.263 -0.269
C -0.05830 -0.32389 -0.89767 -2.002 -2.728 1.232
C -0.74766 0.84524 -0.47961 2.737 6.347 1.558
N -0.77888 1.12253 0.81791 -1.302 0.458 -3.043
N -0.64929 0.09277 1.70479 0.041 -1.019 0.693
C 0.33771 -0.68978 1.47847 -0.205 0.695 -1.224
C 1.02597 -0.47555 0.10602 1.929 -4.593 1.907
H -0.96000 -1.14268 -0.61282 2.700 0.835 -1.486
H -0.35374 1.81214 -1.16715 -2.161 -2.152 1.708
H 0.57179 -1.49996 2.19014 -0.045 0.607 -0.438
H 1.52481 -1.46864 -0.11497 -0.494 0.765 0.167
H 1.92029 0.12867 0.27156 -0.580 1.049 -0.805
```
Forces are in eV/Å.

natural (NBO) population analysis, charges in e, atoms 1 to 6: -0.330 0.130 0.019 -0.225 -0.253 0.089